{
  "formula": "C28H29BCdF4NO4P2S2",
  "method": "the ωB97M-V functional and the def2-TZVPD basis",
  "total_charge": -1,
  "spin_multiplicity": 1,
  "relative_energy_kcal_mol": 0.0,
  "lumo_energy_ev": 2.194,
  "e_homo_ev": -5.55,
  "elements": ["Cd", "C", "S", "C", "C", "C", "N", "P", "C", "C", "C", "C", "C", "C", "C", "C", "C", "C", "C", "C", "P", "C", "C", "C", "C", "C", "C", "C", "C", "C", "C", "C", "C", "H", "H", "H", "H", "H", "H", "H", "H", "H", "H", "H", "H", "H", "H", "H", "H", "H", "H", "H", "H", "H", "H", "H", "H", "H", "H", "H", "H", "H", "O", "S", "O", "O", "O", "F", "B", "F", "F", "F"],
  "xyz": [[0.4389, 1.8991, -2.6244], [-4.0978, -2.0318, 2.0097], [-3.0273, -1.9888, 3.4611], [-1.4167, -2.1951, 2.6651], [-1.0197, -1.0392, 1.7598], [0.3672, -1.2644, 1.1628], [0.8113, -0.1818, 0.2785], [1.7359, 1.2050, 0.8676], [1.5026, 1.0063, 2.6988], [2.4733, 0.2427, 3.3511], [2.4285, 0.0433, 4.7234], [1.4236, 0.6348, 5.4749], [0.4737, 1.4282, 4.8482], [0.5135, 1.6126, 3.4731], [0.5305, 2.5650, 0.5869], [1.0671, 3.8498, 0.5132], [0.2341, 4.9551, 0.4269], [-1.1405, 4.7877, 0.3762], [-1.6847, 3.5110, 0.4013], [-0.8548, 2.4062, 0.5088], [0.6481, -0.3685, -1.4019], [-0.9791, -1.2375, -1.5378], [-1.1189, -2.6246, -1.4797], [-2.3740, -3.2131, -1.5226], [-3.5121, -2.4250, -1.6349], [-3.3856, -1.0462, -1.7168], [-2.1270, -0.4600, -1.6735], [1.7600, -1.6985, -1.9532], [2.7647, -2.1815, -1.1243], [3.5819, -3.2156, -1.5526], [3.4138, -3.7557, -2.8196], [2.4320, -3.2533, -3.6608], [1.6059, -2.2272, -3.2289], [-5.1261, -2.0069, 2.3683], [-3.9416, -2.9498, 1.4424], [-3.9333, -1.1755, 1.3581], [-1.4163, -3.1405, 2.1140], [-0.7006, -2.2975, 3.4846], [-1.0357, -0.1101, 2.3298], [-1.7426, -0.9369, 0.9489], [0.3690, -2.2009, 0.6041], [1.0933, -1.4057, 1.9662], [3.2779, -0.1942, 2.7673], [3.1856, -0.5623, 5.2067], [1.3877, 0.4878, 6.5477], [-0.3066, 1.9028, 5.4310], [-0.2352, 2.2329, 2.9976], [2.1447, 3.9742, 0.5124], [0.6624, 5.9480, 0.3651], [-1.7876, 5.6502, 0.2768], [-2.7560, 3.3739, 0.3214], [-1.2813, 1.4090, 0.5551], [-0.2403, -3.2531, -1.4111], [-2.4616, -4.2921, -1.4756], [-4.4912, -2.8870, -1.6731], [-4.2598, -0.4175, -1.8306], [-2.0542, 0.6206, -1.7623], [2.9320, -1.7151, -0.1620], [4.3703, -3.5807, -0.9057], [4.0627, -4.5534, -3.1596], [2.3198, -3.6470, -4.6633], [0.8614, -1.8131, -3.8979], [2.4587, 2.7567, -2.7508], [3.1335, 1.3864, -2.9020], [4.5073, 1.5194, -3.3113], [2.2666, 0.6502, -3.8770], [2.9863, 0.7141, -1.5718], [-2.2545, 2.3945, -2.8431], [-1.5837, 3.3980, -3.6085], [-2.4444, 4.2820, -4.1946], [-0.7728, 2.6821, -4.5401], [-0.6617, 4.0176, -2.7133]],
  "forces_ev_per_angstrom": [[0.85, -0.08, -0.23], [0.02, -0.01, 0.01], [-0.02, -0.01, 0.02], [0.02, 0.02, -0.02], [0.04, -0.07, 0.00], [-0.03, 0.02, 0.03], [0.06, 0.01, -0.17], [0.04, 0.06, 0.23], [-0.11, -0.04, -0.03], [0.00, 0.01, -0.02], [0.04, -0.02, -0.03], [-0.01, 0.00, 0.05], [-0.02, 0.02, 0.01], [0.04, -0.03, -0.03], [0.01, -0.03, -0.06], [0.04, -0.05, -0.01], [0.04, 0.06, -0.04], [-0.05, 0.01, -0.04], [-0.05, 0.01, -0.04], [0.04, -0.09, 0.02], [-0.24, 0.04, 0.08], [0.05, -0.02, 0.07], [-0.01, 0.01, 0.01], [-0.02, -0.02, 0.00], [0.01, 0.01, 0.00], [0.02, 0.02, -0.01], [-0.01, 0.10, 0.00], [-0.02, 0.02, 0.00], [-0.09, 0.05, 0.03], [0.03, -0.01, 0.02], [0.02, -0.01, 0.00], [-0.04, 0.01, -0.03], [-0.02, 0.02, 0.01], [0.02, -0.01, 0.01], [0.00, 0.01, 0.00], [0.00, 0.00, 0.00], [-0.01, 0.02, -0.01], [-0.02, 0.01, 0.02], [0.02, -0.01, 0.03], [0.01, -0.01, -0.01], [0.02, -0.05, -0.06], [0.00, 0.02, 0.02], [-0.01, 0.00, 0.02], [-0.01, 0.01, -0.01], [0.00, 0.00, -0.02], [0.01, 0.00, -0.01], [-0.02, 0.01, 0.01], [-0.02, -0.01, -0.01], [-0.01, -0.02, 0.00], [0.00, -0.02, 0.00], [0.01, 0.01, 0.00], [0.02, 0.06, -0.05], [0.02, -0.01, 0.02], [0.00, 0.01, 0.00], [0.00, 0.01, 0.00], [-0.01, -0.01, 0.00], [0.01, -0.16, 0.04], [-0.02, 0.00, 0.02], [-0.01, 0.00, -0.01], [0.00, 0.00, 0.00], [0.00, 0.01, 0.01], [0.00, -0.02, 0.00], [-0.22, -0.15, 0.14], [-0.15, -0.02, 0.12], [-0.01, 0.03, -0.04], [-0.10, 0.18, 0.09], [0.10, 0.04, -0.17], [0.03, 0.29, -0.12], [-0.36, -0.08, 0.02], [0.18, -0.14, 0.09], [-0.04, 0.02, 0.05], [-0.05, -0.01, 0.00]]
}


{
  "formula": "C28H29BIrN10OS",
  "method": "the ωB97M-V functional and the def2-TZVPD basis",
  "total_charge": 2,
  "spin_multiplicity": 2,
  "relative_energy_kcal_mol": 0.0,
  "lumo_energy_ev": [-6.768, -8.861],
  "s2": 0.77,
  "e_homo_ev": [-13.94, -13.94],
  "elements": ["Ir", "C", "C", "N", "N", "C", "B", "N", "C", "C", "C", "N", "N", "C", "C", "C", "N", "N", "C", "C", "C", "N", "H", "H", "H", "H", "H", "H", "H", "H", "H", "H", "H", "H", "C", "C", "C", "C", "C", "C", "N", "N", "C", "C", "C", "C", "C", "C", "H", "H", "H", "H", "H", "H", "H", "H", "H", "O", "S", "C", "C", "C", "C", "H", "H", "H", "H", "H", "H", "H", "H"],
  "xyz": [[-0.0826, -0.3611, -0.3121], [-2.6039, 1.2636, -3.2459], [-1.3725, 0.8237, -2.8113], [-1.4390, 0.5311, -1.5012], [-2.7117, 0.7690, -1.0846], [-3.4213, 1.2202, -2.1204], [-2.9942, 0.7622, 0.4541], [-1.9035, 1.6749, 1.0949], [-2.0014, 2.8159, 1.7968], [-0.7426, 3.1882, 2.2257], [0.1015, 2.2107, 1.7125], [-0.5992, 1.3110, 1.0239], [-2.7362, -0.6891, 0.9520], [-3.5053, -1.4868, 1.7066], [-2.7732, -2.6113, 2.0438], [-1.5311, -2.4226, 1.4488], [-1.5313, -1.2588, 0.7967], [-4.3893, 1.1549, 0.8108], [-4.9157, 1.5342, 2.0129], [-6.2764, 1.4491, 1.9211], [-6.5112, 0.9780, 0.6129], [-5.3855, 0.7867, -0.0433], [-2.8764, 1.5782, -4.2374], [-0.4550, 0.7028, -3.3624], [-4.4587, 1.4725, -1.9830], [-2.9514, 3.3003, 1.9382], [-0.4810, 4.0463, 2.8186], [1.1734, 2.1252, 1.7883], [-4.5177, -1.2037, 1.9449], [-3.0973, -3.4491, 2.6347], [-0.6584, -3.0539, 1.4418], [-4.2973, 1.7969, 2.8540], [-6.9991, 1.6890, 2.6810], [-7.4538, 0.7744, 0.1307], [3.6710, 3.8429, -1.2195], [4.3335, 2.6602, -1.5325], [3.6295, 1.4757, -1.6461], [2.2552, 1.4880, -1.4186], [1.5809, 2.6629, -1.1183], [2.2973, 3.8463, -1.0245], [1.4918, 0.2834, -1.5442], [1.8788, -0.5081, -2.4360], [1.0993, -1.6530, -2.5494], [1.3633, -2.5579, -3.5674], [0.5152, -3.6485, -3.7057], [-0.5695, -3.8110, -2.8456], [-0.8255, -2.9054, -1.8214], [0.0279, -1.8191, -1.6452], [4.2289, 4.7662, -1.1413], [5.4024, 2.6660, -1.6965], [4.1291, 0.5530, -1.9076], [0.5058, 2.6569, -1.0108], [1.7801, 4.7724, -0.8128], [2.1985, -2.3950, -4.2355], [0.6870, -4.3674, -4.4949], [-1.2301, -4.6576, -2.9790], [-1.6816, -3.0556, -1.1774], [1.1705, -1.0172, 1.1120], [2.7282, -0.8373, 1.1936], [3.0628, -1.4237, 2.8751], [4.0871, -2.5460, 2.7344], [3.6807, -3.3398, 1.4963], [3.4332, -2.3093, 0.3967], [2.0940, -1.7812, 3.2286], [3.3843, -0.5779, 3.4785], [4.0908, -3.1559, 3.6365], [5.0910, -2.1345, 2.6151], [2.7707, -3.9105, 1.6882], [4.4542, -4.0418, 1.1897], [2.7208, -2.6106, -0.3724], [4.3531, -1.9748, -0.0858]],
  "forces_ev_per_angstrom": [[-0.74, 0.44, -0.35], [0.08, 0.01, 0.00], [-0.07, 0.09, -0.10], [0.22, -0.39, 0.17], [-0.02, 0.18, 0.02], [0.02, 0.02, 0.04], [0.02, -0.05, 0.04], [-0.03, -0.01, -0.03], [-0.03, 0.01, 0.01], [-0.01, 0.00, -0.02], [0.02, 0.00, -0.06], [0.24, -0.06, -0.04], [0.08, 0.10, 0.14], [-0.01, -0.01, -0.04], [0.00, 0.00, -0.01], [-0.05, -0.01, -0.02], [0.04, -0.10, -0.07], [0.01, 0.08, -0.08], [-0.01, -0.08, 0.03], [0.02, -0.01, 0.01], [0.00, 0.00, -0.01], [-0.05, 0.03, 0.02], [-0.01, -0.01, 0.00], [0.00, -0.05, 0.01], [0.01, -0.01, -0.01], [-0.02, 0.00, 0.01], [0.00, 0.00, 0.00], [0.02, 0.01, -0.02], [0.00, 0.00, 0.01], [0.00, 0.00, 0.00], [0.01, 0.00, 0.01], [0.03, 0.03, 0.00], [0.00, 0.00, 0.00], [0.00, 0.00, 0.00], [-0.01, 0.00, -0.01], [0.02, 0.00, -0.01], [-0.06, 0.01, 0.06], [0.03, 0.09, -0.02], [0.00, -0.02, -0.02], [0.00, 0.01, -0.02], [-0.07, -0.03, 0.10], [0.04, 0.10, -0.01], [0.01, -0.12, 0.00], [-0.01, -0.02, 0.01], [0.03, 0.02, -0.02], [-0.04, -0.01, 0.04], [0.05, -0.08, -0.05], [0.28, 0.09, 0.24], [0.00, 0.00, 0.01], [0.00, 0.00, 0.00], [0.00, -0.02, 0.00], [-0.05, 0.01, 0.07], [0.00, -0.01, 0.00], [0.00, 0.00, 0.00], [0.00, 0.00, 0.00], [0.01, 0.00, -0.01], [0.01, 0.02, -0.01], [-0.02, -0.29, 0.09], [0.02, 0.03, -0.13], [0.04, 0.03, 0.01], [0.00, -0.01, 0.01], [0.00, 0.00, -0.01], [-0.05, -0.01, 0.02], [-0.01, 0.01, -0.01], [0.01, 0.00, 0.01], [0.00, 0.00, 0.00], [0.00, 0.00, 0.00], [-0.01, 0.01, 0.01], [-0.01, -0.01, -0.01], [0.02, 0.00, -0.03], [0.02, 0.01, 0.03]]
}


{
  "formula": "C28H29BN6SiSn",
  "method": "the ωB97M-V functional and the def2-TZVPD basis",
  "total_charge": 2,
  "spin_multiplicity": 1,
  "relative_energy_kcal_mol": 0.0,
  "lumo_energy_ev": -9.139,
  "e_homo_ev": -13.89,
  "elements": ["C", "N", "N", "C", "C", "B", "N", "N", "C", "C", "C", "Sn", "N", "N", "C", "C", "C", "H", "H", "H", "H", "H", "H", "H", "H", "H", "H", "H", "C", "H", "H", "H", "C", "C", "C", "C", "C", "C", "Si", "C", "C", "C", "C", "C", "C", "C", "C", "C", "C", "C", "C", "H", "H", "H", "H", "H", "H", "H", "H", "H", "H", "H", "H", "H", "H", "H"],
  "xyz": [[2.9470, 0.2672, -0.2227], [1.6673, 0.1517, -0.6652], [1.7359, 0.0467, -2.0326], [3.0202, 0.0438, -2.4310], [3.8220, 0.1838, -1.3050], [0.4374, 0.1433, -2.8761], [-0.4863, -1.0575, -2.5135], [-0.8564, -1.3860, -1.2197], [-1.7198, -2.4374, -1.3050], [-1.8822, -2.7739, -2.6522], [-1.0823, -1.9046, -3.3825], [-0.1053, -0.5415, 0.8191], [-0.2542, 1.5100, -2.5134], [-0.8439, 1.6498, -1.2607], [-1.2475, 2.9186, -1.1850], [-1.0156, 3.5903, -2.4084], [-0.3828, 2.6468, -3.2277], [-1.6686, 3.2923, -0.2686], [-0.0486, 2.6574, -4.2576], [-1.2824, 4.6050, -2.6432], [0.7027, 0.1035, -4.0443], [-0.9266, -1.8213, -4.4530], [3.3045, -0.0386, -3.4702], [-2.5283, -3.5607, -3.0111], [4.8957, 0.2387, -1.2658], [-2.1768, -2.8762, -0.4212], [3.2191, 0.4227, 0.8122], [-2.4900, -0.3221, 1.1227], [-2.0233, -1.2118, 1.6539], [-2.6316, -2.0935, 1.3453], [-0.9491, -1.8591, 1.2855], [-1.9536, -1.0790, 2.7556], [0.7976, 5.4034, 2.0576], [1.9974, 4.6977, 2.2071], [1.9863, 3.3124, 2.4234], [0.7694, 2.6161, 2.5331], [-0.4296, 3.3324, 2.3461], [-0.4195, 4.7122, 2.1203], [0.7057, 0.7781, 2.8354], [2.3744, 0.0112, 3.2350], [2.7220, -1.2447, 2.7103], [3.9370, -1.8487, 3.0455], [4.8061, -1.2218, 3.9456], [4.4532, 0.0107, 4.5074], [3.2437, 0.6258, 4.1577], [-0.2964, 0.4173, 4.3877], [-0.1785, -0.8492, 4.9930], [-0.8392, -1.1410, 6.1908], [-1.6497, -0.1711, 6.7970], [-1.7972, 1.0827, 6.1906], [-1.1255, 1.3743, 4.9975], [0.8061, 6.4851, 1.8883], [2.9534, 5.2310, 2.1513], [2.9285, 2.7655, 2.5089], [-1.3913, 2.8057, 2.3847], [-1.3687, 5.2489, 2.0022], [2.0353, -1.7545, 2.0166], [4.1959, -2.8190, 2.6042], [5.7557, -1.6973, 4.2083], [5.1227, 0.5017, 5.2237], [2.9711, 1.5817, 4.6122], [0.4647, -1.6119, 4.5372], [-0.7164, -2.1269, 6.6540], [-2.1644, -0.3941, 7.7360], [-2.4380, 1.8442, 6.6522], [-1.2337, 2.3600, 4.5405]],
  "forces_ev_per_angstrom": [[0.07, -0.22, -0.93], [0.37, -0.26, 0.50], [-0.17, -0.50, 0.44], [-0.31, 0.16, 0.70], [-0.13, 0.12, 0.28], [-0.05, 1.06, 0.15], [-0.08, -0.40, 0.65], [-0.06, -0.15, 0.58], [0.52, 0.45, -1.08], [-0.39, -0.44, 0.74], [-0.02, 0.49, 1.25], [5.06, 5.83, -6.84], [-0.68, -1.15, 0.95], [0.89, -0.09, -0.17], [0.29, -0.24, -1.05], [0.29, -0.64, 0.08], [-0.46, 0.09, 1.02], [-0.17, 0.08, -0.03], [-0.03, 0.23, 0.21], [0.04, 0.01, -0.08], [-0.05, -0.08, 0.14], [0.02, 0.08, 0.31], [-0.21, 0.08, 0.06], [0.15, 0.09, -0.13], [0.01, 0.02, -0.05], [0.19, 0.00, -0.48], [-0.30, -0.15, -0.10], [1.20, -0.71, -0.04], [-1.60, -3.39, 0.43], [-0.21, 0.80, 0.74], [-4.65, -1.34, 1.72], [0.14, -0.15, -0.72], [-0.03, -0.34, 0.07], [0.03, -0.12, 0.05], [-0.03, 0.15, -0.09], [-0.31, 0.00, -0.92], [0.00, 0.27, -0.03], [-0.07, -0.13, 0.08], [1.48, 1.64, 3.14], [-0.10, -0.51, -0.59], [0.48, 0.31, 0.40], [-0.13, -0.30, -0.09], [-0.22, 0.10, -0.13], [-0.17, 0.05, -0.05], [0.06, -0.15, -0.09], [-0.70, -0.41, -0.46], [-0.11, -0.16, 0.15], [0.05, 0.01, -0.10], [0.11, 0.08, -0.30], [0.06, 0.02, 0.03], [-0.17, 0.00, 0.05], [0.02, -0.47, 0.07], [-0.42, -0.27, 0.02], [-0.24, 0.28, -0.02], [0.28, 0.25, -0.02], [0.45, -0.22, 0.03], [0.33, -0.03, 0.10], [-0.06, 0.44, 0.26], [-0.39, 0.20, -0.10], [-0.32, -0.23, -0.33], [0.13, -0.28, -0.12], [-0.17, 0.23, 0.24], [-0.05, 0.46, -0.19], [0.20, 0.09, -0.37], [0.34, -0.35, -0.20], [-0.01, -0.30, 0.29]]
}